1.
Entry from the Open Molecules 2025 dataset: a structure of composition C42H42O3P2Pb in a non-equilibrium geometry (ωB97M-V/def2-TZVPD).

```
90
Properties=species:S:1:pos:R:3:forces:R:3:lowdin_charge:R:1
Pb 1.607426 -1.065700 2.173156 -0.9 0.0 1.9 1.37
C -2.792294 0.461022 5.198884 -0.3 -0.1 -0.2 -0.10
C -3.190307 0.238723 3.937280 0.3 -0.3 0.2 -0.10
C -3.559502 1.232875 2.839720 -0.5 -0.1 -0.1 -0.20
C -2.468491 2.024972 2.068582 -0.5 0.2 0.0 -0.19
C -1.511292 2.887041 2.843099 0.9 -0.6 0.3 -0.12
C -1.487533 3.106675 4.161789 0.0 0.8 -0.2 -0.11
C -2.685348 3.048569 5.071635 -0.1 -0.9 0.4 -0.18
C -2.719037 1.767651 5.931347 0.6 0.3 0.4 -0.19
C 3.193713 0.300429 2.917319 0.5 -0.3 -0.3 -0.39
H -2.486797 -0.398339 5.818950 -0.4 0.2 -0.4 0.11
H -3.356306 -0.816052 3.653057 0.5 0.5 0.1 0.09
H -4.290109 1.948564 3.235586 0.0 -0.3 -0.3 0.10
H -4.084979 0.623573 2.083448 0.0 0.4 0.2 0.10
H -1.889794 1.318210 1.454091 0.1 0.1 0.3 0.09
H -2.959564 2.666252 1.319846 -0.2 -0.2 0.1 0.11
H -0.658587 3.227472 2.234662 -0.1 -0.4 0.4 0.10
H -0.574822 3.483885 4.648852 -0.4 0.1 -0.5 0.11
H -3.604848 3.112564 4.482390 0.2 0.3 0.4 0.09
H -2.636932 3.881906 5.791078 -0.1 -0.1 -0.5 0.12
H -1.802191 1.742303 6.536853 -0.2 0.1 -0.2 0.08
H -3.507293 1.849611 6.698815 -0.1 -0.2 -0.4 0.12
H 3.601388 -0.078511 3.866602 -0.3 0.4 -0.2 0.00
H 2.750726 1.308794 2.982346 0.3 -0.4 0.2 -0.01
H 3.991424 0.264211 2.162388 0.0 0.3 0.2 -0.03
P 0.066321 -2.269885 -3.579865 0.1 -0.7 -0.1 1.00
P 2.060263 0.228208 -4.091610 0.4 0.5 -0.7 1.00
C -0.518569 -0.730770 -4.351941 0.3 1.1 -0.2 -0.33
C 0.311413 0.321376 -4.538473 -1.1 -1.0 -0.1 -0.37
C -0.640021 -3.455567 -4.830983 -0.1 -0.3 0.1 -0.39
C -1.803522 -3.181652 -5.572275 0.3 -0.2 -0.3 -0.11
C -2.126028 -3.949483 -6.697307 0.1 -0.2 0.3 -0.08
C -1.399106 -5.109955 -6.985717 0.2 0.2 0.3 -0.09
C -0.314396 -5.465715 -6.171234 -0.2 0.1 0.0 -0.09
C 0.091026 -4.627844 -5.127790 -0.4 0.4 -0.1 -0.11
C -1.038147 -2.421854 -2.109077 -0.2 0.1 0.0 -0.37
C -0.833511 -1.564137 -1.004571 -0.2 -0.3 -0.1 -0.13
C -1.676425 -1.643903 0.106181 -0.1 -0.1 -0.1 -0.12
C -2.737058 -2.561231 0.119281 0.2 0.0 -0.2 -0.08
C -2.905239 -3.446523 -0.949722 0.2 0.1 0.0 -0.08
C -2.041706 -3.397413 -2.049548 0.0 0.3 0.3 -0.09
C 2.679816 0.801648 -5.778946 -0.1 0.1 0.0 -0.35
C 2.439522 0.010550 -6.923797 0.2 0.3 0.1 -0.10
C 2.867135 0.442191 -8.184776 0.1 0.2 0.2 -0.09
C 3.518501 1.675720 -8.323750 -0.1 0.0 0.3 -0.10
C 3.742023 2.472943 -7.197826 0.0 -0.3 0.0 -0.09
C 3.339168 2.027499 -5.934000 -0.1 -0.1 -0.2 -0.10
C 2.153818 1.794208 -3.136683 0.3 0.1 0.2 -0.42
C 3.320273 1.992529 -2.369196 -0.6 0.3 -0.2 -0.12
C 3.455276 3.151741 -1.605582 -0.1 0.0 0.0 -0.09
C 2.433248 4.110964 -1.584148 0.1 -0.2 -0.2 -0.09
C 1.281144 3.917419 -2.350890 0.2 -0.2 0.1 -0.08
C 1.136785 2.758738 -3.118394 0.3 0.2 0.2 -0.09
H -1.547596 -0.669857 -4.720595 0.3 0.1 0.3 0.06
H -0.056935 1.227832 -5.039048 0.1 -0.5 0.1 0.08
H -2.464632 -2.355425 -5.302389 0.3 -0.2 -0.2 0.10
H -2.953607 -3.640085 -7.339789 0.2 -0.2 0.3 0.10
H -1.679756 -5.736878 -7.833860 0.1 0.2 0.2 0.10
H 0.229365 -6.394092 -6.358861 -0.1 0.3 0.0 0.10
H 0.975579 -4.870303 -4.533184 -0.2 0.1 -0.2 0.10
H -0.009259 -0.837712 -1.014335 -0.4 -0.3 -0.1 0.08
H -1.509790 -0.992770 0.974173 -0.2 -0.2 -0.4 0.06
H -3.426797 -2.585098 0.963421 0.2 0.0 -0.2 0.10
H -3.710117 -4.182392 -0.941254 0.2 0.2 0.1 0.10
H -2.148830 -4.111290 -2.870558 -0.1 0.3 0.3 0.10
H 1.900556 -0.935616 -6.834451 0.2 0.2 0.0 0.10
H 2.689412 -0.176197 -9.068235 0.0 0.2 0.3 0.10
H 3.847045 2.019947 -9.304812 -0.1 -0.1 0.2 0.10
H 4.228446 3.446840 -7.289172 -0.1 -0.3 0.0 0.10
H 3.519619 2.658741 -5.062865 0.0 -0.1 -0.3 0.09
H 4.109644 1.233913 -2.388424 -0.3 0.3 0.0 0.10
H 4.363545 3.300628 -1.022120 -0.2 0.0 -0.1 0.10
H 2.535591 5.005020 -0.968666 0.0 -0.2 -0.2 0.10
H 0.481615 4.659155 -2.357155 0.2 -0.2 0.1 0.10
H 0.219284 2.634573 -3.693510 0.3 0.0 0.2 0.09
O 0.320065 1.546985 6.649621 0.2 -0.7 -0.4 0.00
C 0.403102 0.410427 7.374660 0.2 0.1 -0.1 -0.27
C 0.281779 0.517485 8.780613 0.1 -0.7 -0.5 -0.01
C 0.653455 -0.575318 9.564285 0.0 -0.1 -0.3 -0.09
C 1.105324 -1.767705 8.970672 -0.2 -0.3 -0.6 -0.09
C 1.038286 -1.911250 7.572286 -0.1 0.1 0.2 -0.03
C 0.664603 -0.848409 6.745406 0.3 0.7 0.1 -0.07
C 0.774661 -0.943752 5.223633 0.1 0.7 -0.5 -0.56
O 0.978020 -2.047105 4.629984 0.2 1.0 0.0 -0.14
O 0.699092 0.173022 4.563056 0.1 -1.6 0.2 -0.14
H 0.501878 1.232285 5.694217 -0.3 0.4 0.5 0.07
H -0.086234 1.455251 9.197095 0.3 -0.2 -0.1 0.12
H 0.592365 -0.515170 10.653308 0.1 0.1 -0.3 0.10
H 1.469337 -2.608356 9.579780 -0.3 0.5 -0.3 0.10
H 1.271186 -2.833838 7.037972 0.1 0.1 0.5 0.11
```
Positions in Å, forces in eV/Å.

Computed properties:
HOMO energy in eV: -7.99
Energy relative to the best compared isomer or geometry (same formula, charge and spin) in eV: 0.734
Total energy in eV: -74200.3394

2.
Entry from the Open Molecules 2025 dataset: a structure of composition C42H43FN5O4P2Pb in a non-equilibrium geometry (ωB97M-V/def2-TZVPD).

```
98
Properties=species:S:1:pos:R:3:forces:R:3:lowdin_charge:R:1
Pb 0.276912 -0.092000 -1.248407 0.5 -0.3 0.1 1.16
N -2.347450 0.686574 1.141438 0.3 -0.2 0.2 -0.37
P -2.410678 -1.027788 0.604367 -0.6 0.8 0.0 0.95
C -3.946683 -0.872607 -0.393562 0.1 -0.1 0.1 -0.39
C -5.193329 -0.643004 0.182741 0.0 0.0 -0.1 -0.09
C -6.314394 -0.499392 -0.618794 -0.1 0.0 0.0 -0.08
C -6.201795 -0.564741 -2.000886 0.1 0.0 0.0 -0.08
C -4.960315 -0.774965 -2.581648 0.0 0.0 -0.1 -0.08
C -3.841739 -0.935579 -1.778686 0.1 -0.1 0.1 -0.13
C -3.127293 -1.748003 2.130803 0.2 -0.1 0.0 -0.36
C -2.985188 -1.183696 3.395216 0.0 0.0 -0.1 -0.09
C -3.545922 -1.797262 4.506848 0.0 0.0 0.1 -0.08
C -4.237473 -2.990065 4.374222 -0.1 0.1 0.0 -0.08
C -4.366408 -3.571883 3.120372 0.0 0.0 0.0 -0.07
C -3.814536 -2.958486 2.008761 0.0 0.0 0.0 -0.11
P -1.466560 1.626334 0.030085 -0.9 0.8 0.1 0.83
C -1.296578 3.225472 0.890743 0.2 -0.2 0.0 -0.34
C -2.069656 3.546760 2.002280 0.1 0.0 0.1 -0.08
C -1.899629 4.776843 2.620223 0.0 0.0 0.0 -0.07
C -0.970123 5.682762 2.131497 0.0 0.1 0.0 -0.07
C -0.234381 5.380675 0.994348 0.0 0.0 -0.1 -0.07
C -0.403490 4.157626 0.367412 0.0 -0.1 0.1 -0.11
C -2.693984 2.129205 -1.214893 0.3 0.0 -0.1 -0.37
C -4.017342 2.385739 -0.876585 0.0 -0.1 0.0 -0.08
C -4.888116 2.859364 -1.841484 0.0 0.0 0.0 -0.06
C -4.432460 3.120274 -3.128222 0.0 0.0 0.0 -0.07
C -3.106791 2.890520 -3.461033 0.0 0.0 -0.1 -0.07
C -2.239336 2.386029 -2.504414 0.0 -0.2 0.2 -0.12
H -1.795152 0.697302 2.000236 -0.1 0.1 0.0 0.02
H -5.292859 -0.578904 1.259011 0.0 0.0 0.0 0.11
H -7.285169 -0.339749 -0.166730 0.0 0.0 0.0 0.11
H -7.077829 -0.444602 -2.624888 0.0 0.0 0.0 0.11
H -4.869287 -0.818774 -3.659248 0.0 0.0 0.0 0.11
H -2.870832 -1.123074 -2.223665 0.0 0.0 0.0 0.08
H -2.455925 -0.250542 3.538398 0.0 0.0 0.0 0.09
H -3.444216 -1.337195 5.481204 0.0 0.0 0.0 0.11
H -4.693373 -3.451503 5.239877 0.0 0.0 0.0 0.11
H -4.906962 -4.502885 3.009991 0.0 0.0 0.0 0.11
H -3.928520 -3.400721 1.027957 -0.1 0.0 0.0 0.09
H -2.803687 2.845432 2.377149 0.0 0.0 0.0 0.10
H -2.493494 5.031583 3.487784 0.0 0.0 0.0 0.11
H -0.834027 6.637594 2.621077 0.0 0.0 0.0 0.11
H 0.474032 6.095746 0.597253 0.0 0.0 0.0 0.11
H 0.161714 3.915586 -0.524237 0.1 0.0 0.0 0.10
H -4.356412 2.188446 0.131608 -0.1 0.0 0.0 0.11
H -5.926514 3.035518 -1.594180 0.0 0.0 0.0 0.11
H -5.116711 3.509931 -3.870014 0.0 0.0 0.0 0.11
H -2.746522 3.105386 -4.458413 0.0 0.0 0.0 0.11
H -1.201187 2.181036 -2.752539 0.0 0.1 -0.1 0.08
C 4.621565 -0.893587 -1.457495 0.0 -0.2 0.4 0.01
N 4.483334 -0.458072 -2.875492 0.0 0.0 0.0 -0.15
C 5.777251 0.069225 -3.374330 0.4 0.1 -0.2 0.01
C 3.320398 0.511535 -3.090118 -0.3 0.4 0.2 -0.08
C 3.176245 1.512348 -1.970585 -0.1 -0.1 -0.1 -0.29
C 4.128926 2.528699 -1.868009 -0.1 0.0 0.0 -0.06
C 4.143764 3.369076 -0.768725 0.1 0.0 0.0 -0.06
C 3.194821 3.194730 0.226636 0.0 0.0 0.0 -0.07
C 2.206000 2.234316 0.074381 -0.1 -0.1 0.0 -0.16
C 2.142535 1.377091 -1.029243 0.1 -0.1 0.1 -0.26
H 5.425789 -1.624857 -1.387745 0.0 0.0 -0.1 0.11
H 3.689424 -1.329463 -1.102265 0.0 0.0 -0.1 0.08
H 4.866954 -0.031287 -0.843230 0.0 0.1 -0.1 0.10
H 4.266615 -1.290856 -3.421961 0.0 0.0 0.0 0.18
H 6.121209 0.862730 -2.717658 -0.1 0.0 0.1 0.10
H 5.662686 0.453747 -4.385166 -0.1 0.0 0.0 0.11
H 6.521062 -0.724592 -3.371755 -0.1 -0.1 0.0 0.11
H 2.418204 -0.095539 -3.153333 0.1 -0.1 -0.1 0.08
H 3.482374 0.999788 -4.051205 0.1 -0.2 0.0 0.13
H 4.853186 2.675804 -2.661174 0.0 0.0 0.0 0.11
H 4.892604 4.145563 -0.691587 0.0 0.0 0.0 0.11
H 3.208590 3.819598 1.110727 0.0 0.0 0.0 0.11
H 1.450279 2.146014 0.846409 0.0 0.0 0.1 0.08
F 5.631998 1.116212 2.048686 0.1 0.0 0.0 0.09
C 5.267967 -0.170334 2.034023 -0.2 0.2 0.0 -0.20
C 3.981024 -0.510461 2.176274 0.3 0.1 0.0 0.05
N 3.563677 -1.818383 2.142149 0.1 -0.3 0.1 0.01
C 2.140460 -2.107951 2.189305 -0.2 0.2 -0.2 -0.02
C 1.483588 -1.481795 0.959370 0.2 -0.1 0.1 -0.68
O 1.939349 -1.780730 -0.166543 -0.1 -0.1 -0.1 -0.15
O 0.562479 -0.644165 1.133707 -0.1 0.3 -0.2 -0.18
C 4.445559 -2.854688 1.869121 -0.2 0.0 0.0 -0.47
O 4.096162 -4.002547 1.711082 0.1 0.0 0.1 0.09
N 5.765174 -2.459537 1.779761 0.2 0.0 0.0 0.22
C 6.305813 -1.170274 1.816740 -0.1 -0.2 -0.1 -0.41
O 7.483431 -0.976266 1.643216 0.0 0.1 0.0 0.12
H 3.215768 0.242120 2.315917 0.0 0.0 0.0 0.15
H 1.686753 -1.698331 3.090131 0.1 0.0 0.0 0.14
H 2.032009 -3.189992 2.166567 0.0 0.0 0.0 0.13
H 6.432653 -3.206116 1.642066 0.0 0.0 0.0 0.17
C 0.873974 -5.218252 -1.215238 0.0 0.0 0.0 -0.08
C -0.277122 -5.229003 -0.203388 0.3 -0.2 0.0 -0.21
C -1.257494 -4.187793 -0.459004 -0.2 0.3 -0.1 -0.18
N -2.025933 -3.357442 -0.663597 0.1 -0.6 -0.2 0.14
H 1.591277 -5.992519 -0.950362 0.0 0.0 0.0 0.08
H 1.383529 -4.255265 -1.200542 0.0 0.0 0.0 0.06
H 0.508586 -5.417117 -2.221542 0.0 0.0 0.0 0.08
H 0.114680 -5.085518 0.805914 -0.1 0.0 0.0 0.12
H -0.801515 -6.186183 -0.231261 0.0 0.0 0.1 0.12
```
Positions in Å, forces in eV/Å.

Computed properties:
HOMO energy in eV: -9.86
Net charge: +1
Total energy in eV: -86431.1855

> Which of these has the lowest total energy?

C42H43FN5O4P2Pb

> Which of these has the highest HOMO energy?

C42H42O3P2Pb